Record 1
{
  "formula": "C9H17N3",
  "method": "the ωB97M-V functional and the def2-TZVPD basis",
  "elements": ["C", "C", "C", "C", "C", "C", "C", "C", "C", "N", "N", "N", "H", "H", "H", "H", "H", "H", "H", "H", "H", "H", "H", "H", "H", "H", "H", "H", "H"],
  "xyz": [[-0.41334, 0.42463, -0.10742], [-0.79969, -0.29347, -1.20684], [-1.52272, 1.07043, 0.57742], [1.00428, 0.60266, 0.41090], [-2.21376, 0.00581, -1.35937], [2.33737, -1.33480, -0.65186], [2.62932, -2.21835, 0.48034], [2.07523, -1.95167, -1.92168], [-2.90876, 2.29076, 2.01331], [-2.54770, 0.86498, -0.19577], [-1.49116, 1.91293, 1.59242], [2.10082, 0.11891, -0.53548], [1.36640, 1.69990, 0.46265], [1.34081, 0.20321, 1.32856], [-2.45312, 0.62862, -2.16200], [-2.87057, -0.98566, -1.49162], [3.01876, -3.27465, 0.22916], [1.66300, -2.34009, 1.15945], [3.32035, -1.76005, 1.28351], [1.45803, -1.24853, -2.66640], [1.36383, -2.93467, -1.76501], [2.97394, -2.56970, -2.24670], [-2.72532, 3.22222, 2.55025], [-3.51075, 1.53341, 2.47065], [-3.52307, 2.59523, 1.22239], [-3.53267, 0.76172, -0.05172], [-0.76333, 1.69389, 2.25435], [1.80532, 0.51069, -1.53181], [2.81851, 0.77165, -0.14168]],
  "forces_ev_per_a": [[3.33, -1.50, 0.00], [-0.01, 2.49, 2.74], [0.86, 0.33, -1.16], [0.89, 2.25, -1.37], [-1.89, -2.87, 0.05], [0.05, 0.15, 0.22], [-0.13, -0.05, 3.61], [-2.54, -2.25, -1.92], [2.19, 1.55, 1.23], [-1.38, -2.38, -1.91], [-2.37, -1.52, -0.48], [-1.31, 1.10, -1.75], [-1.58, -1.17, 0.18], [-0.57, -0.78, 1.39], [-0.12, 0.69, -1.98], [1.13, 2.22, 0.69], [-0.72, 1.91, 0.09], [1.48, -0.15, -1.44], [-0.59, -0.63, -1.40], [1.97, -1.74, 1.06], [1.15, 2.39, -0.19], [-0.72, 1.37, -0.46], [-0.63, -0.45, 0.71], [0.41, -0.63, 1.05], [-0.14, 0.54, -1.91], [-0.49, 0.94, 1.04], [-0.10, 0.60, 0.60], [1.16, -1.04, 2.26], [0.66, -1.38, -0.96]],
  "e_tot_ha": -516.5519,
  "orbital_gap_ev": [10.32, 5.03],
  "charge": 2
}

=====

Record 2
{
  "formula": "C9H17N3O5",
  "method": "the ωB97M-V functional and the def2-TZVPD basis",
  "elements": ["C", "C", "O", "C", "N", "C", "O", "C", "N", "C", "C", "C", "N", "O", "C", "O", "O", "H", "H", "H", "H", "H", "H", "H", "H", "H", "H", "H", "H", "H", "H", "H", "H", "H"],
  "xyz": [[3.42817, -1.98850, -0.22228], [3.57261, -0.48782, -0.53775], [3.20121, -0.21329, -1.87365], [2.84436, 0.38769, 0.50394], [1.47461, 0.00301, 0.85095], [0.47772, -0.30146, -0.01255], [0.61775, -0.55696, -1.19232], [-0.91297, -0.41566, 0.68628], [-0.89498, 0.16667, 1.99222], [-2.00823, 0.13668, -0.25742], [-3.38075, -0.21604, 0.20425], [-4.42550, 0.62873, -0.51345], [-5.58431, -0.04687, -0.87345], [-4.23898, 1.81784, -0.73002], [2.99037, 1.82099, -0.03543], [4.06015, 2.41489, -0.04798], [1.81545, 2.37170, -0.38506], [3.77134, -2.20289, 0.79846], [2.39981, -2.39465, -0.34024], [4.08157, -2.63550, -0.85223], [4.66736, -0.27881, -0.51399], [2.25164, -0.42539, -1.95698], [3.30911, 0.39646, 1.51404], [1.24448, 0.23437, 1.81737], [-1.15318, -1.48622, 0.74702], [-1.56150, -0.28545, 2.62100], [-1.06547, 1.17979, 2.00075], [-1.77060, -0.23930, -1.26337], [-2.03820, 1.24119, -0.22639], [-3.58957, -1.28004, 0.03132], [-3.55934, 0.03278, 1.25181], [-5.69035, -1.05508, -0.91558], [-6.30551, 0.48241, -1.35438], [1.97171, 3.19471, -0.91490]],
  "forces_ev_per_a": [[0.12, -0.86, 0.05], [0.86, -1.53, -0.22], [-0.10, 0.27, 0.24], [-0.10, 0.48, 0.20], [0.61, 0.41, -0.24], [-0.54, -0.19, 1.41], [-0.06, 0.01, -0.39], [-0.27, 0.16, -1.48], [-0.37, 0.26, 1.31], [0.95, 0.77, 0.28], [-1.18, -0.64, -0.47], [-0.27, -0.15, -0.62], [0.04, 0.64, -0.13], [-0.59, -0.90, 0.20], [1.18, 1.13, 0.69], [-1.72, -1.04, -0.28], [0.17, 0.57, -0.86], [-0.25, 0.16, 0.00], [0.52, 0.54, 0.11], [-0.40, 0.80, 0.09], [-0.84, 0.26, 0.29], [0.10, 0.10, 0.13], [0.47, -0.15, -0.96], [-0.54, -0.32, -0.67], [0.45, 0.04, 0.29], [0.34, 0.35, -0.28], [-0.02, -0.64, -0.18], [-0.35, 0.34, 0.20], [0.70, -0.32, -0.40], [-0.08, 0.10, 0.30], [0.27, -0.21, 0.21], [0.43, 0.48, 0.26], [0.38, -0.07, 0.16], [0.08, -0.82, 0.77]],
  "e_tot_ha": -893.6736,
  "orbital_gap_ev": 10.03,
  "charge": 0,
  "smiles": "C[C@@H](O)[C@H](NC(=O)[C@@H](N)CCC(N)=O)C(=O)O"
}

=====

Record 3
{
  "formula": "C9H17N6",
  "method": "the ωB97M-V functional and the def2-TZVPD basis",
  "elements": ["C", "C", "C", "N", "N", "C", "C", "N", "C", "N", "C", "N", "N", "C", "C", "H", "H", "H", "H", "H", "H", "H", "H", "H", "H", "H", "H", "H", "H", "H", "H", "H"],
  "xyz": [[1.54998, -2.11306, -0.01215], [1.16667, -0.86213, -0.80504], [2.09077, -0.65683, -2.01848], [1.02203, 0.39994, -0.09134], [2.27885, 0.76470, 0.63532], [-0.04261, 0.60403, 0.83364], [0.16498, 0.32717, 2.31147], [-0.48568, 2.02650, 0.66673], [-1.40391, 2.58336, -0.14431], [-2.27427, 1.82760, -0.83784], [-2.32585, 0.46254, -0.65943], [-3.37073, -0.36974, -0.87001], [-3.21471, -1.44054, -0.10391], [-2.08785, -1.40895, 0.49918], [-1.48860, -0.17554, 0.22896], [2.56918, -2.03110, 0.26976], [1.04653, -2.11508, 0.92252], [1.31702, -2.99308, -0.53711], [0.19899, -0.97587, -1.30604], [2.42260, -1.65737, -2.18915], [2.85595, -0.03196, -1.80548], [1.65903, -0.33771, -3.01443], [2.73785, -0.10310, 1.04737], [2.97182, 1.25432, 0.08716], [0.47249, -0.67466, 2.49295], [-0.64757, 0.60909, 2.79695], [0.94220, 0.97895, 2.54790], [0.06655, 2.60067, 1.23001], [-1.40077, 3.61832, -0.41773], [-2.98597, 2.27194, -1.37492], [-4.09510, -0.32033, -1.59495], [-1.70988, -2.06208, 1.21242]],
  "forces_ev_per_a": [[-0.35, 2.15, 0.34], [-1.27, 0.42, -1.98], [-2.58, -1.79, -1.20], [2.96, 0.44, 1.22], [-0.60, -1.52, 0.64], [-4.81, -2.25, -2.28], [2.23, -0.47, -3.35], [-1.97, 0.21, -1.25], [0.93, -2.65, -0.06], [0.95, 0.92, 0.26], [0.95, -0.52, 1.50], [-0.09, 0.82, -0.06], [-2.67, -2.74, -1.53], [1.06, 2.55, 0.18], [3.75, 2.23, 0.69], [1.27, -0.44, -0.11], [-0.87, -0.25, 0.87], [-0.01, -1.11, -0.72], [-0.13, -0.45, 0.55], [0.91, -0.54, -0.51], [2.70, 1.76, 0.67], [-0.13, -0.08, 1.44], [-0.82, 1.51, -0.78], [-0.39, -0.12, -0.57], [0.08, -0.77, 0.18], [-3.79, 0.83, 2.42], [1.54, 0.89, 0.97], [0.95, 1.69, 0.63], [0.03, 0.57, 0.60], [-0.21, 0.52, -0.42], [0.36, -0.20, 0.84], [0.02, -1.61, 0.85]],
  "e_tot_ha": -681.3308,
  "orbital_gap_ev": 9.06,
  "charge": 1,
  "smiles": "CC(C)N(N)[C@@]1(C)[NH+]=CNc2[nH]ncc21"
}

=====

Record 4
{
  "formula": "C9H17NO2",
  "method": "the ωB97M-V functional and the def2-TZVPD basis",
  "elements": ["C", "C", "C", "C", "C", "O", "H", "H", "H", "H", "H", "H", "C", "N", "C", "C", "C", "O", "H", "H", "H", "H", "H", "H", "H", "H", "H", "H", "H"],
  "xyz": [[-1.28580, -0.73755, 4.82917], [-0.97641, -0.08275, 3.70595], [0.10977, -0.38230, 2.78349], [0.06223, 0.54266, 1.78813], [-1.04104, 1.49732, 2.08559], [-1.67436, 0.97949, 3.23370], [-0.72445, -1.61222, 5.10237], [-2.05169, -0.36005, 5.48761], [0.78498, -1.20447, 2.91662], [0.66257, 0.59813, 0.87139], [-1.76487, 1.57056, 1.24512], [-0.64084, 2.49811, 2.30332], [2.22744, 0.70495, -2.50395], [0.99645, 0.88783, -1.73012], [-0.23866, 0.59329, -2.46775], [-0.40198, -0.90576, -2.72659], [-0.42586, -1.69296, -1.42662], [0.83402, -1.70669, -0.78964], [2.16704, 1.07424, -3.53695], [3.05799, 1.20167, -2.01189], [2.47204, -0.37819, -2.57672], [0.97169, 1.85582, -1.39704], [-0.27926, 1.13157, -3.44017], [-1.08936, 0.96764, -1.88552], [0.40429, -1.27242, -3.36932], [-1.34041, -1.01977, -3.28855], [-1.21334, -1.22918, -0.80368], [-0.69236, -2.74992, -1.54570], [1.09022, -0.76907, -0.85225]],
  "forces_ev_per_a": [[-0.02, 0.56, -0.22], [0.21, -0.84, 0.55], [-0.27, 1.38, -1.53], [0.52, -1.34, 0.60], [0.02, 0.23, -0.79], [-0.45, 0.39, 0.38], [0.12, -0.06, 0.09], [-0.18, -0.16, 0.00], [0.14, -0.16, -0.12], [-0.16, -0.03, 0.63], [0.23, 0.04, 0.51], [-0.19, -0.01, -0.08], [0.02, -0.89, -0.35], [0.15, 0.79, 0.06], [0.08, 0.14, -0.53], [-0.14, 0.13, -0.25], [-0.54, -0.46, 0.08], [-0.06, 0.39, -0.07], [-0.13, 0.13, 0.08], [0.02, 0.03, 0.12], [-0.12, 0.66, 0.12], [-0.08, -0.49, -0.15], [0.14, -0.15, 0.31], [0.15, -0.15, 0.07], [-0.04, 0.02, 0.01], [0.16, -0.18, 0.19], [0.22, -0.17, 0.20], [-0.14, 0.26, -0.28], [0.34, -0.05, 0.37]],
  "e_tot_ha": -558.2944,
  "orbital_gap_ev": 8.62,
  "charge": 0,
  "smiles": "C=C1C=CCO1.CNCCCO"
}

=====

Record 5
{
  "formula": "C9H18AsF7O9Rb",
  "method": "the ωB97M-V functional and the def2-TZVPD basis",
  "elements": ["Rb", "As", "F", "F", "F", "F", "F", "F", "F", "C", "O", "C", "O", "O", "C", "H", "H", "H", "H", "H", "H", "C", "O", "C", "O", "O", "C", "H", "H", "H", "H", "H", "H", "C", "O", "C", "O", "O", "C", "H", "H", "H", "H", "H", "H"],
  "xyz": [[14.10797, 8.34610, 7.28212], [13.23485, 6.34099, 10.80293], [11.61325, 6.05259, 11.58063], [14.07025, 5.43189, 12.11068], [14.81419, 6.58296, 9.97356], [12.40929, 7.22960, 9.42431], [13.33000, 7.86146, 11.71603], [13.10348, 4.73504, 9.91665], [15.99730, 6.61474, 5.85671], [11.27242, 10.13765, 11.36581], [11.03611, 10.87324, 10.19078], [11.88151, 10.85332, 9.15212], [12.97483, 10.26908, 9.07852], [11.34854, 11.69990, 8.17733], [11.95746, 11.68013, 6.95101], [11.31234, 9.06403, 11.18188], [10.51816, 10.46898, 12.07954], [12.23741, 10.44716, 11.76718], [11.40126, 12.31855, 6.26459], [11.86570, 10.67778, 6.53270], [13.00035, 11.98520, 7.03704], [15.97118, 13.87309, 8.53327], [16.00739, 12.44601, 8.17299], [15.98316, 11.34055, 8.94275], [16.09858, 10.18746, 8.51410], [15.90971, 11.72855, 10.22276], [15.67592, 10.79948, 11.27127], [15.94220, 14.50186, 7.64337], [16.84466, 14.14544, 9.12567], [15.14504, 14.13016, 9.19623], [14.74048, 10.24064, 11.24377], [15.66625, 11.26750, 12.25563], [16.47403, 10.06716, 11.39302], [14.11122, 10.63672, 1.87427], [14.64792, 11.28425, 2.94887], [14.29490, 10.89438, 4.31029], [13.88542, 9.75012, 4.64922], [14.76454, 11.79486, 5.20057], [15.21740, 13.11771, 4.97891], [13.02351, 10.70538, 1.89028], [14.36693, 9.57715, 1.86789], [14.47705, 11.07683, 0.94660], [16.23705, 13.03093, 4.60355], [15.20339, 13.76919, 5.85268], [14.58353, 13.67100, 4.28597]],
  "forces_ev_per_a": [[0.88, -0.88, -0.26], [-0.03, -2.21, -0.59], [1.75, 0.39, -0.95], [-0.89, 1.23, -1.03], [-1.71, 0.29, 0.94], [0.76, -0.86, 1.42], [0.22, -0.89, -0.71], [-0.21, 2.27, 0.98], [-0.50, 0.52, 0.20], [1.15, -0.16, 0.67], [-0.17, 0.79, -2.17], [1.38, -0.05, -0.10], [-2.97, 1.63, 0.08], [-0.60, -1.08, 3.41], [0.83, -0.57, -1.51], [-0.25, 0.10, 0.08], [-0.14, -0.36, -0.24], [0.14, -0.21, 0.09], [0.05, 0.30, 0.30], [0.46, -0.11, -0.19], [0.05, -0.09, -0.31], [0.21, -1.09, 1.45], [-0.08, 0.66, -1.49], [0.57, -1.62, 0.09], [-0.56, 3.41, 1.01], [-0.47, 0.25, 0.40], [0.25, -1.40, 1.11], [-0.01, -0.63, -0.13], [0.30, -0.24, -0.23], [-0.37, -0.36, -0.27], [-0.07, 0.14, -0.82], [0.03, 0.95, -0.42], [0.12, -0.08, -0.66], [-1.23, -1.73, -1.10], [0.09, 1.22, 4.66], [1.28, -2.99, -1.08], [0.95, 5.15, -1.63], [-1.47, -1.25, 0.35], [0.29, 0.46, -1.43], [-0.15, 0.00, -0.15], [0.06, -0.10, 0.04], [0.14, 0.23, 0.26], [-0.05, 0.36, -0.08], [-0.07, -1.02, 0.53], [0.05, -0.37, -0.47]],
  "e_tot_ha": -3989.9961,
  "orbital_gap_ev": 5.84,
  "charge": -1
}

=====

Record 6
{
  "formula": "C9H18BBrF4N3O",
  "method": "the ωB97M-V functional and the def2-TZVPD basis",
  "elements": ["N", "C", "C", "C", "C", "C", "C", "O", "N", "C", "Br", "C", "C", "N", "H", "H", "H", "H", "H", "H", "H", "H", "H", "H", "H", "H", "H", "H", "H", "H", "H", "H", "B", "F", "F", "F", "F"],
  "xyz": [[-0.75418, -1.67083, 1.32646], [-2.04606, -1.25256, 1.85329], [-2.32777, 0.25431, 1.68001], [-1.23309, 1.25677, 2.08154], [0.01250, 1.52515, 1.20952], [-0.15893, 1.51933, -0.30025], [-0.95383, 2.65805, -0.88541], [-1.79016, 3.39867, -0.29902], [-0.52517, 2.89135, -2.23901], [0.47983, 1.82507, -2.48452], [1.53697, 2.32243, -4.00476], [1.15415, 1.60977, -1.13598], [2.13346, 0.44620, -0.92127], [2.71674, -0.08818, -2.15528], [-0.54750, -2.64383, 1.53512], [-0.81820, -1.64888, 0.31799], [-2.11967, -1.53436, 2.90454], [-2.85533, -1.79102, 1.33889], [-2.67844, 0.43094, 0.65634], [-3.18174, 0.48368, 2.32537], [-1.72290, 2.21697, 2.25346], [-0.84578, 0.92484, 3.05205], [0.41356, 2.50130, 1.50470], [0.76042, 0.76903, 1.44067], [-0.61491, 0.57841, -0.62509], [-0.04006, 3.78376, -2.18194], [-0.08105, 0.92819, -2.74862], [1.65976, 2.55559, -0.90849], [2.92591, 0.81704, -0.26643], [1.64607, -0.35753, -0.36309], [3.72033, -0.11801, -2.06290], [2.45169, -1.06186, -2.23051], [0.75104, -4.72216, 0.06820], [2.02878, -4.44135, 0.55790], [0.45121, -3.84098, -1.00331], [0.66214, -6.04124, -0.36795], [-0.20974, -4.48407, 1.07778]],
  "forces_ev_per_a": [[0.12, 0.54, 0.06], [-0.05, 0.03, -0.30], [0.14, -0.22, -0.10], [0.07, -0.04, 0.28], [-0.20, -0.21, -0.02], [0.27, -0.06, 0.08], [-2.50, 2.47, 1.31], [2.74, -2.37, -1.86], [0.21, -0.52, 1.21], [-0.48, 0.00, 0.09], [0.20, 0.17, -0.08], [-0.19, 0.16, 0.00], [-0.06, -0.06, 0.14], [-0.01, -0.29, 0.17], [-0.07, 0.01, 0.02], [0.19, -0.12, -0.23], [0.18, 0.11, 0.11], [-0.20, 0.05, 0.19], [0.13, 0.12, 0.00], [-0.09, -0.01, -0.14], [-0.05, -0.02, -0.06], [-0.04, 0.10, 0.02], [0.05, -0.06, -0.01], [0.05, -0.06, 0.01], [-0.21, -0.11, 0.13], [-0.26, 0.27, -0.56], [0.23, -0.02, -0.31], [-0.01, 0.05, 0.12], [-0.05, -0.06, 0.01], [-0.15, 0.06, 0.00], [0.17, 0.15, -0.12], [-0.14, -0.06, -0.16], [-0.15, 0.29, -0.29], [0.19, 0.01, 0.08], [0.08, 0.11, -0.11], [0.02, -0.23, -0.03], [-0.12, -0.17, 0.35]],
  "e_tot_ha": -3591.9018,
  "orbital_gap_ev": 8.69,
  "charge": -1
}

=====

Record 7
{
  "formula": "C9H18BN2",
  "method": "the ωB97M-V functional and the def2-TZVPD basis",
  "elements": ["C", "C", "N", "B", "C", "C", "C", "N", "C", "C", "C", "C", "H", "H", "H", "H", "H", "H", "H", "H", "H", "H", "H", "H", "H", "H", "H", "H", "H", "H"],
  "xyz": [[0.50434, 1.44745, -0.60867], [0.29618, 0.00851, -0.18184], [-0.29364, -0.12270, 1.15023], [-0.55345, 0.93517, 2.06546], [-1.01880, 1.50983, 3.41061], [-0.30534, 2.45867, 2.41013], [1.74649, -0.49753, -0.13781], [1.87757, -1.29835, -1.42987], [0.63587, -2.03560, -1.52747], [-0.38486, -0.97322, -1.22355], [-1.51382, -0.61378, -2.12067], [-1.76338, -1.40272, -0.85831], [-0.52572, 1.92687, -0.64962], [1.05593, 1.53032, -1.62572], [0.91272, 2.03191, 0.19672], [-0.73878, -0.95086, 1.44971], [-2.02926, 1.52612, 3.48787], [-0.47867, 1.47219, 4.30897], [0.71023, 2.70304, 2.59510], [-0.85314, 3.32580, 2.15016], [2.51953, 0.26671, 0.03684], [2.04734, -1.19214, 0.57137], [2.66849, -1.86118, -1.68335], [1.97511, -0.69254, -2.20313], [0.75459, -2.93876, -0.79917], [0.37086, -2.36167, -2.52430], [-1.36283, -1.06664, -3.15123], [-1.97470, 0.35355, -2.04596], [-2.22038, -1.11460, -0.01018], [-2.05847, -2.37387, -1.05230]],
  "forces_ev_per_a": [[-2.55, 0.94, -1.49], [0.77, -0.85, 0.19], [-0.15, 2.68, 0.80], [1.03, 1.04, -0.44], [3.13, -0.53, -1.28], [-1.25, -1.57, -0.62], [1.24, -0.25, -0.72], [1.02, 0.74, -0.59], [-1.40, -1.50, 0.52], [0.21, 0.63, 3.28], [0.26, 0.00, -0.78], [1.41, -1.19, -3.55], [1.12, -0.42, -0.66], [-0.93, -0.03, 1.80], [0.89, 0.01, 0.06], [0.02, -1.43, -0.35], [-3.00, 0.71, 0.41], [0.33, -0.79, 1.29], [0.86, 0.09, 0.67], [-0.55, 0.61, -0.82], [-0.35, 0.05, -1.00], [-0.42, -1.60, 1.81], [1.03, -0.91, 1.28], [-0.62, 1.70, -1.20], [-0.68, 1.68, -1.19], [0.78, -0.61, -0.34], [-1.12, 0.39, 1.45], [0.51, 0.58, -0.52], [-1.56, 2.07, 2.32], [-0.01, -2.25, -0.32]],
  "e_tot_ha": -487.7441,
  "orbital_gap_ev": 8.69,
  "charge": 1,
  "smiles": "C[C@]1(NB2CC2)C[NH2+]CC12CC2"
}

=====

Let's list relative energy (zero: lowest compared OMol25 entry of this formula, charge and spin) in order: 120.5; 7.4; 87.0; 51.4; 68.9; 0.0; 53.1 kcal/mol.